Molecular formula: C24H58N6O11
Method: DFT, ωB97M-V/def2-TZVPD

Last column: Löwdin charge in e.
Cartesian coordinates (Å):
N (2.292, 1.686, -2.172)  0.300
H (2.313, 1.179, -3.045)  0.135
H (2.318, 2.692, -2.262)  0.142
H (2.953, 1.361, -1.481)  0.079
H (1.446, 1.471, -1.664)  0.035
C (0.473, 0.202, 0.624)  -0.366
O (0.289, 1.166, -0.369)  -0.393
H (1.079, -0.667, 0.367)  0.017
H (1.015, 0.608, 1.479)  0.035
H (-0.421, -0.336, 0.939)  0.026
C (0.555, -3.708, 2.189)  0.066
N (-0.236, -4.383, 1.102)  -0.408
O (-1.456, -4.304, 1.269)  0.050
O (0.302, -5.039, 0.224)  0.056
H (1.166, -4.490, 2.640)  0.100
H (-0.113, -3.307, 2.952)  0.087
H (1.139, -2.941, 1.681)  0.089
C (1.119, -2.696, -2.297)  -0.071
C (1.292, -3.335, -3.668)  -0.416
C (2.647, -3.933, -3.896)  -0.197
O (3.131, -5.064, -3.174)  -0.173
C (4.490, -5.205, -3.095)  -0.135
N (0.242, -4.380, -3.641)  0.047
H (1.363, -3.413, -1.514)  0.077
H (0.077, -2.387, -2.215)  0.078
H (1.670, -1.756, -2.259)  0.060
H (1.100, -2.637, -4.483)  0.133
H (3.240, -3.119, -3.478)  0.104
H (2.926, -3.942, -4.950)  0.128
H (5.002, -4.464, -2.482)  0.070
H (4.986, -5.202, -4.066)  0.090
H (4.583, -6.176, -2.607)  0.098
H (0.733, -5.202, -3.318)  0.062
H (-0.314, -4.066, -2.859)  0.041
C (-1.419, 8.096, 1.338)  -0.070
C (-0.979, 6.708, 0.813)  -0.446
C (-0.687, 5.730, 1.953)  -0.220
O (-0.599, 4.346, 1.574)  -0.178
C (-0.071, 3.512, 2.656)  -0.074
N (-1.980, 6.115, -0.066)  0.047
H (-2.301, 8.078, 1.977)  0.076
H (-1.540, 8.784, 0.501)  0.072
H (-0.588, 8.494, 1.922)  0.070
H (-0.095, 6.859, 0.193)  0.132
H (-1.413, 5.901, 2.748)  0.117
H (0.283, 6.031, 2.348)  0.115
H (1.013, 3.455, 2.749)  0.073
H (-0.225, 2.481, 2.337)  0.056
H (-0.668, 3.739, 3.539)  0.086
H (-1.779, 6.741, -0.832)  0.062
H (-2.902, 6.314, 0.294)  0.071
C (5.393, -2.173, -0.091)  -0.037
C (4.995, -0.761, -0.606)  -0.426
C (4.662, 0.279, 0.482)  -0.148
O (4.317, 1.560, -0.121)  -0.226
C (4.033, 2.489, 0.858)  -0.127
N (6.141, -0.288, -1.356)  0.018
H (5.876, -2.697, -0.915)  0.061
H (4.534, -2.712, 0.307)  0.074
H (6.093, -2.068, 0.738)  0.080
H (4.253, -0.803, -1.403)  0.115
H (5.495, 0.432, 1.168)  0.127
H (3.840, -0.101, 1.088)  0.124
H (3.055, 2.367, 1.324)  0.085
H (3.952, 3.506, 0.474)  0.092
H (4.865, 2.525, 1.561)  0.095
H (6.484, -0.916, -2.069)  0.069
H (5.791, 0.495, -1.889)  0.062
C (-4.246, -1.151, -2.349)  -0.058
C (-3.927, 0.362, -2.200)  -0.438
C (-5.053, 1.148, -1.694)  -0.215
O (-4.702, 2.525, -1.380)  -0.174
C (-5.859, 3.338, -1.284)  -0.129
N (-2.776, 0.392, -1.295)  0.057
H (-4.934, -1.229, -3.191)  0.066
H (-4.783, -1.503, -1.468)  0.073
H (-3.349, -1.736, -2.553)  0.071
H (-3.619, 0.786, -3.156)  0.140
H (-5.539, 0.693, -0.831)  0.127
H (-5.801, 1.195, -2.485)  0.120
H (-5.550, 4.372, -1.130)  0.079
H (-6.490, 3.028, -0.452)  0.083
H (-6.411, 3.380, -2.223)  0.078
H (-3.021, -0.141, -0.473)  0.032
H (-2.014, -0.070, -1.771)  0.057
C (-2.330, -1.746, 4.899)  0.057
C (-2.284, -1.096, 3.724)  -0.240
C (-2.907, -1.706, 2.452)  -0.266
O (-2.715, -1.354, 1.282)  0.082
C (-3.734, -2.914, 2.753)  0.063
C (-3.747, -3.530, 3.963)  -0.200
C (-3.027, -3.021, 5.189)  -0.288
O (-3.112, -3.497, 6.340)  0.080
O (-4.721, -4.462, 4.245)  0.074
O (-1.668, 0.044, 3.478)  0.117
H (-1.930, -1.226, 5.757)  0.128
H (-4.345, -3.351, 1.976)  0.133
H (-4.688, -4.672, 5.181)  0.098
H (-1.942, 0.409, 2.633)  0.115

## Properties
Charge: 0
LUMO level (eV): -1.443

Molecular formula: C24H59ClF2GaN13O30P
Method: DFT, ωB97M-V/def2-TZVPD

Last column: Löwdin charge in e.
Cartesian coordinates (Å):
C (-2.004, 1.215, -7.983)  -0.129
O (-1.565, 2.576, -7.633)  -0.276
C (-1.110, 2.632, -6.204)  -0.203
C (-2.273, 3.448, -5.385)  -0.171
C (-1.929, 3.758, -3.812)  -0.201
C (-0.332, 3.979, -3.484)  -0.218
C (0.323, 2.694, -2.687)  -0.211
C (-0.232, 2.724, -1.145)  -0.222
C (0.564, 1.748, -0.097)  -0.294
C (0.912, 0.249, -0.659)  -0.246
Ga (2.646, -0.414, 0.320)  0.120
Cl (3.376, 1.017, 1.954)  0.115
C (4.218, -0.575, -1.051)  -0.316
P (4.695, 1.081, -1.878)  0.693
O (6.293, 1.106, -2.092)  -0.444
O (4.002, 1.166, -3.481)  -0.255
O (4.351, 2.501, -0.886)  -0.230
N (2.457, -2.161, 1.144)  0.008
C (1.016, -2.600, 1.280)  -0.241
O (0.693, -3.897, 1.020)  -0.038
F (-0.119, -1.743, 1.734)  -0.025
C (3.338, -3.211, 0.504)  -0.252
O (3.187, -3.734, -0.720)  0.016
F (4.523, -3.671, 1.290)  -0.023
H (-1.106, 0.465, -7.951)  0.096
H (-2.403, 1.265, -9.098)  0.083
H (-2.907, 0.902, -7.297)  0.104
H (-0.067, 3.187, -6.239)  0.121
H (-0.926, 1.539, -5.761)  0.136
H (-2.533, 4.442, -5.962)  0.119
H (-3.262, 2.783, -5.438)  0.099
H (-2.349, 2.943, -3.058)  0.085
H (-2.472, 4.783, -3.547)  0.115
H (-0.282, 4.892, -2.717)  0.105
H (0.312, 4.317, -4.412)  0.100
H (-0.094, 1.684, -3.168)  0.114
H (1.495, 2.618, -2.776)  0.105
H (-1.409, 2.556, -1.056)  0.116
H (-0.062, 3.839, -0.755)  0.113
H (1.476, 2.352, 0.320)  0.058
H (-0.170, 1.590, 0.832)  0.121
H (-0.020, -0.432, -0.463)  0.057
H (1.155, 0.184, -1.801)  0.054
H (5.202, -0.969, -0.502)  0.054
H (3.955, -1.398, -1.872)  0.067
H (4.777, 1.114, -4.118)  0.080
H (3.355, 2.470, -0.777)  0.026
C (-5.835, 0.695, -2.617)  -0.008
N (-5.017, 1.756, -3.266)  -0.380
O (-3.860, 1.462, -3.586)  0.026
O (-5.561, 2.853, -3.434)  0.045
H (-5.233, -0.213, -2.533)  0.098
H (-6.124, 1.059, -1.629)  0.076
H (-6.709, 0.520, -3.248)  0.076
C (2.604, -1.990, 5.475)  0.039
N (2.723, -0.511, 5.579)  -0.417
O (3.812, -0.008, 5.277)  0.040
O (1.721, 0.104, 5.961)  0.024
H (3.556, -2.398, 5.129)  0.099
H (2.359, -2.372, 6.468)  0.065
H (1.808, -2.207, 4.758)  0.103
C (5.024, -2.395, 9.317)  0.048
N (4.022, -3.333, 8.741)  -0.405
O (3.144, -3.759, 9.500)  0.038
O (4.147, -3.614, 7.544)  0.053
H (4.794, -2.238, 10.373)  0.097
H (6.008, -2.852, 9.201)  0.105
H (4.954, -1.457, 8.763)  0.105
C (0.584, -2.188, 9.139)  0.024
N (-0.889, -2.065, 8.966)  -0.413
O (-1.484, -3.034, 8.479)  0.066
O (-1.406, -1.001, 9.324)  0.034
H (0.900, -3.171, 8.785)  0.082
H (1.052, -1.397, 8.550)  0.091
H (0.801, -2.073, 10.203)  0.103
C (-1.227, 2.120, 8.099)  0.043
N (-1.107, 3.600, 8.203)  -0.426
O (-0.018, 4.102, 7.901)  0.061
O (-2.109, 4.215, 8.585)  0.030
H (-0.274, 1.712, 7.753)  0.092
H (-1.471, 1.739, 9.093)  0.092
H (-2.022, 1.904, 7.383)  0.109
C (-7.639, -0.069, -6.648)  0.043
N (-6.591, -0.786, -5.872)  -0.401
O (-6.760, -0.887, -4.652)  0.022
O (-5.628, -1.226, -6.511)  0.064
H (-8.422, 0.262, -5.962)  0.097
H (-7.163, 0.787, -7.132)  0.105
H (-8.041, -0.768, -7.383)  0.100
C (-0.182, -1.072, -10.974)  0.039
N (-1.270, -0.106, -11.285)  -0.407
O (-2.231, -0.067, -10.507)  0.013
O (-1.130, 0.584, -12.301)  0.051
H (-0.437, -1.609, -10.058)  0.097
H (-0.103, -1.762, -11.816)  0.099
H (0.739, -0.499, -10.842)  0.104
C (-4.639, -0.716, 1.514)  0.054
N (-5.287, -0.220, 0.270)  -0.381
O (-4.653, 0.593, -0.413)  0.026
O (-6.413, -0.661, 0.014)  0.043
H (-3.658, -0.247, 1.613)  0.105
H (-5.283, -0.442, 2.353)  0.054
H (-4.541, -1.800, 1.426)  0.113
C (-2.438, 5.635, 5.710)  0.038
N (-2.004, 5.013, 4.430)  -0.422
O (-1.601, 5.771, 3.541)  0.056
O (-2.081, 3.781, 4.354)  0.044
H (-2.317, 6.717, 5.636)  0.099
H (-3.487, 5.373, 5.865)  0.104
H (-1.807, 5.230, 6.504)  0.058
C (7.883, -1.809, -1.495)  0.038
N (8.715, -2.124, -2.687)  -0.404
O (8.329, -3.042, -3.420)  0.012
O (9.732, -1.441, -2.854)  0.058
H (7.025, -2.484, -1.474)  0.090
H (8.507, -1.951, -0.610)  0.105
H (7.555, -0.771, -1.587)  0.067
C (8.389, -5.841, -2.293)  0.036
N (9.437, -6.557, -1.517)  -0.426
O (9.268, -6.659, -0.297)  0.045
O (10.400, -6.998, -2.156)  0.040
H (7.606, -5.510, -1.607)  0.099
H (8.864, -4.985, -2.777)  0.071
H (7.986, -6.540, -3.028)  0.105
C (-8.765, -1.338, 3.121)  0.046
N (-7.347, -1.768, 3.252)  -0.393
O (-7.105, -2.972, 3.111)  0.075
O (-6.517, -0.883, 3.493)  0.011
H (-9.382, -2.215, 2.911)  0.098
H (-9.059, -0.878, 4.067)  0.102
H (-8.819, -0.623, 2.298)  0.102

## Properties
Charge: -1
LUMO level (eV): 0.618

| no. | Kohn-Sham gap (eV) |
| --- | --- |
| 1 | 5.30 |
| 2 | 7.25 |